Entry 1:
Entry from the OMol25 dataset: the molecule C4H5NO in a non-equilibrium geometry (wB97M-V/def2-TZVPD).

```
11
Properties=species:S:1:pos:R:3:forces:R:3
O 1.0603 -0.8612 2.0708 -0.04 0.47 -0.53
C 0.5822 -0.3620 1.0886 0.06 -0.13 0.19
C 0.6836 0.9692 0.3288 0.19 0.05 -0.17
N -0.7481 0.7356 -0.1660 -0.09 -0.01 -0.47
C -0.5844 -0.3572 -1.1571 0.13 0.23 -0.11
C -0.6246 -0.6876 0.2886 -0.20 -0.51 0.34
H 0.8667 1.9089 0.8633 -0.36 -0.39 0.05
H 1.4162 0.8841 -0.4780 -0.03 0.17 -0.05
H 0.2759 -0.2214 -1.8009 0.37 -0.61 0.37
H -1.4213 -0.8176 -1.6974 -0.12 0.97 0.29
H -1.5066 -1.1908 0.6593 0.10 -0.26 0.09
```
Positions in Å, forces in eV/Å.

- Energy above the lowest of the compared OMol25 structures with the same formula, charge and spin: 59.3 kcal/mol
- LUMO energy: 0.9 eV
- Spin multiplicity: 1
- Electronic energy: -7763.9548 eV

natural (NBO) atomic charge list, values in e, 8 entries: -0.51, 0.57, -0.35, -0.34, -0.26, -0.21, 0.24, 0.21

=====

Entry 2:
Entry from the OMol25 dataset: the molecule C4H5NO (wB97M-V/def2-TZVPD).

```
11
Properties=species:S:1:pos:R:3:forces:R:3
C 1.2578 -0.6972 0.1751 0.18 -0.15 -0.04
C -0.2433 0.4157 -1.4278 -0.19 -0.05 0.38
O -1.5232 0.2278 -1.1583 0.15 0.08 -0.12
C -1.7406 0.3300 0.2461 0.11 0.07 0.34
N -0.7186 0.5642 0.9312 -0.39 -0.15 -0.33
C 0.3783 0.5542 -0.0504 0.11 0.03 -0.18
H 0.6963 -1.4100 0.7843 0.12 0.06 -0.11
H 2.1885 -0.4535 0.6922 -0.18 -0.01 -0.06
H 1.5007 -1.1722 -0.7820 0.04 0.13 0.21
H -2.7635 0.1674 0.5627 0.11 0.10 -0.04
H 0.9677 1.4736 0.0269 -0.07 -0.13 -0.07
```
Positions in Å, forces in eV/Å.

- Energy above the lowest of the compared OMol25 structures with the same formula, charge and spin: 67.5 kcal/mol
- LUMO energy: 0.4 eV
- Spin multiplicity: 1
- Electronic energy: -7763.6007 eV

natural (NBO) atomic charge list, values in e, 8 entries: -0.60, 0.30, -0.48, 0.32, -0.40, -0.27, 0.23, 0.23

=====

Entry 3:
Entry from the OMol25 dataset: the molecule C4H5NO in a non-equilibrium geometry (wB97M-V/def2-TZVPD).

```
11
Properties=species:S:1:pos:R:3:forces:R:3
C -1.0195 -0.5727 0.4632 -0.25 -0.14 -0.09
C 0.2462 0.2722 0.2843 -0.21 -0.08 0.04
C 1.3275 -0.4338 -0.5376 -0.01 -0.41 -0.15
O 1.2508 -1.5868 -0.8703 0.04 0.57 0.18
C -0.1332 1.5329 -0.3684 -0.35 0.72 -0.44
N -0.5528 2.4557 -0.9236 0.53 -0.71 0.51
H -1.6460 -0.1584 1.2583 0.13 -0.07 -0.14
H -1.5986 -0.5606 -0.4672 0.12 -0.04 0.21
H -0.7808 -1.6154 0.6841 0.10 0.21 0.06
H 0.7077 0.5083 1.2548 -0.05 0.00 -0.15
H 2.2076 0.1891 -0.7871 -0.05 -0.05 -0.02
```
Positions in Å, forces in eV/Å.

- Energy above the lowest of the compared OMol25 structures with the same formula, charge and spin: 17.0 kcal/mol
- LUMO energy: 0.6 eV
- Spin multiplicity: 1
- Electronic energy: -7765.7892 eV

natural (NBO) atomic charge list, values in e, 8 entries: -0.60, -0.43, 0.46, -0.49, 0.28, -0.30, 0.22, 0.23

=====

Entry 4:
Entry from the OMol25 dataset: the molecule C4H5NO (wB97M-V/def2-TZVPD).

```
11
Properties=species:S:1:pos:R:3:forces:R:3
O -2.0453 -1.0099 -0.5828 0.54 0.14 0.06
C -0.9654 -0.5555 -0.3269 -0.39 -0.13 -0.08
C -0.0735 0.5235 -0.9890 -0.06 0.11 -0.07
C 0.9342 0.2445 0.1282 0.29 0.06 -0.14
N 0.3386 0.4040 1.4311 -0.10 0.21 0.03
C 0.0895 -0.8490 0.7184 -0.08 -0.36 0.07
H 0.2514 0.1407 -1.9639 -0.05 0.07 0.12
H -0.4468 1.5463 -1.1065 0.02 -0.17 0.09
H 2.0148 0.2802 0.0524 -0.17 -0.06 -0.01
H -0.4705 1.0221 1.4362 0.09 -0.03 -0.02
H 0.3560 -1.7915 1.1843 -0.08 0.16 -0.04
```
Positions in Å, forces in eV/Å.

- Energy above the lowest of the compared OMol25 structures with the same formula, charge and spin: 46.7 kcal/mol
- LUMO energy: 1.0 eV
- Spin multiplicity: 1
- Electronic energy: -7764.5004 eV

natural (NBO) atomic charge list, values in e, 8 entries: -0.50, 0.58, -0.53, -0.06, -0.54, -0.20, 0.24, 0.22

=====

Entry 5:
Entry from the OMol25 dataset: the molecule C4H5NO in a non-equilibrium geometry (wB97M-V/def2-TZVPD).

```
11
Properties=species:S:1:pos:R:3:forces:R:3
C -0.7969 -1.0769 0.9171 -1.16 -0.88 1.61
C -0.2416 1.1283 0.1293 0.41 -0.34 0.26
C 1.0025 0.3385 0.0624 1.45 -0.78 -2.61
C -0.3786 -0.3049 -0.2068 1.60 0.15 -0.07
N -1.1365 -1.5191 1.9328 0.41 0.15 -1.07
O -0.7290 -0.6837 -1.4899 -0.99 1.11 0.64
H -0.6298 1.2739 1.1096 -0.29 1.17 0.33
H -0.3399 1.7581 -0.7184 -0.62 0.90 -0.14
H 1.6674 0.4248 -0.8514 -1.39 0.23 0.67
H 1.7049 0.0220 0.7968 -0.47 -0.13 1.36
H -0.1226 -1.3609 -1.6814 1.04 -1.58 -0.98
```
Positions in Å, forces in eV/Å.

- Energy above the lowest of the compared OMol25 structures with the same formula, charge and spin: 45.4 kcal/mol
- LUMO energy: 0.7 eV
- Spin multiplicity: 1
- Electronic energy: -7764.5596 eV

natural (NBO) atomic charge list, values in e, 8 entries: 0.24, -0.40, -0.42, 0.12, -0.31, -0.65, 0.24, 0.25

=====

Entry 6:
Entry from the OMol25 dataset: the molecule C4H5NO (wB97M-V/def2-TZVPD).

```
11
Properties=species:S:1:pos:R:3:forces:R:3
O 0.0492 -2.0938 1.4037 0.00 0.12 -0.07
C 0.0691 -1.1053 0.6773 0.04 0.12 0.00
C 1.0585 -0.4619 -0.1129 0.08 -0.34 -0.04
C 0.4474 0.7475 -0.7559 0.00 0.03 -0.19
C -0.8965 0.7527 -0.3643 -0.01 0.01 0.04
N -1.0875 -0.2797 0.4667 -0.05 0.01 -0.01
H 2.0845 -0.7692 -0.2370 -0.11 0.04 0.03
H 1.0577 0.9917 0.2224 -0.03 0.10 0.15
H 0.8503 1.2549 -1.6213 -0.08 0.00 0.11
H -1.6845 1.4380 -0.6376 0.07 -0.09 0.01
H -1.9481 -0.4746 0.9590 0.08 0.01 -0.01
```
Positions in Å, forces in eV/Å.

- Energy above the lowest of the compared OMol25 structures with the same formula, charge and spin: 53.1 kcal/mol
- LUMO energy: 0.6 eV
- Spin multiplicity: 1
- Electronic energy: -7764.2241 eV

natural (NBO) atomic charge list, values in e, 8 entries: -0.67, 0.54, -0.42, -0.50, 0.03, -0.52, 0.25, 0.38

=====

Entry 7:
Entry from the OMol25 dataset: the molecule C4H5NO in a non-equilibrium geometry (wB97M-V/def2-TZVPD).

```
11
Properties=species:S:1:pos:R:3:forces:R:3
N 0.5411 0.6202 1.6112 -1.00 -0.40 0.60
C 0.7501 -0.2825 0.5526 0.53 -0.05 -0.21
C -0.6364 -0.7340 0.5076 -0.42 0.07 0.24
C -0.8936 -0.1464 -0.8318 0.47 0.06 -0.45
O -0.4538 1.2019 -0.8850 -0.22 0.84 0.71
C 0.6212 0.3124 -0.8726 -0.33 -0.51 -0.70
H 0.0119 1.4224 1.2671 0.14 0.05 -0.26
H 1.5305 -1.0154 0.7046 0.33 0.00 -0.03
H -1.1919 -1.5299 0.9956 0.34 0.40 0.20
H -1.7312 -0.3927 -1.4987 0.78 0.00 0.04
H 1.4521 0.5440 -1.5506 -0.62 -0.46 -0.14
```
Positions in Å, forces in eV/Å.

- Energy above the lowest of the compared OMol25 structures with the same formula, charge and spin: 139.9 kcal/mol
- LUMO energy (spin up / spin down): -0.1 / 0.1 eV
- Spin multiplicity: 1
- Electronic energy: -7760.4617 eV

natural (NBO) atomic charge list, values in e, 8 entries: -0.51, -0.19, -0.09, 0.01, -0.49, 0.07, 0.34, 0.20

=====

Entry 8:
Entry from the OMol25 dataset: the molecule C4H5NO in a non-equilibrium geometry (wB97M-V/def2-TZVPD).

```
11
Properties=species:S:1:pos:R:3:forces:R:3
C -1.3185 -0.1898 -0.1116 -0.01 -0.10 0.02
C 0.1924 0.0250 -0.1317 -0.23 0.23 0.06
C 1.3233 -0.7501 0.4185 0.00 -0.04 0.23
O 1.0436 -0.7243 -0.9733 -0.09 0.01 -0.22
C 0.3271 1.4842 -0.2192 -0.11 1.09 -0.02
N 0.1454 2.6252 -0.2581 0.50 -0.90 0.01
H -1.7034 0.2515 -1.0375 -0.01 -0.16 0.13
H -1.6995 -1.2075 -0.0281 0.47 -0.09 0.03
H -1.7206 0.4100 0.7104 0.00 -0.17 -0.08
H 2.2252 -0.2117 0.7212 -0.25 -0.07 -0.10
H 1.1850 -1.7124 0.9094 -0.26 0.19 -0.08
```
Positions in Å, forces in eV/Å.

- Energy above the lowest of the compared OMol25 structures with the same formula, charge and spin: 41.9 kcal/mol
- LUMO energy: 0.8 eV
- Spin multiplicity: 1
- Electronic energy: -7764.7104 eV

natural (NBO) atomic charge list, values in e, 8 entries: -0.62, 0.11, -0.08, -0.45, 0.25, -0.30, 0.23, 0.23

=====

Entry 9:
Entry from the OMol25 dataset: the molecule C4H5NO in a non-equilibrium geometry (wB97M-V/def2-TZVPD).

```
11
Properties=species:S:1:pos:R:3:forces:R:3
O -1.2337 1.7986 0.2445 -0.38 0.06 -0.13
C -0.4344 0.7261 0.0163 0.28 0.02 -0.26
C 0.9138 0.7811 -0.0250 -0.44 0.65 -0.51
N 1.4472 -0.5289 -0.1449 -0.21 0.44 0.42
C 0.3296 -1.3693 -0.2794 -0.23 0.01 0.32
C -0.8181 -0.6454 -0.2064 0.03 -0.05 0.00
H -2.1513 1.5121 0.2362 -0.03 0.07 -0.02
H 1.6139 1.5991 0.0309 -0.22 0.12 0.21
H 1.7100 -0.4180 0.8532 1.02 -1.58 -0.17
H 0.4551 -2.4343 -0.4429 0.01 0.25 0.18
H -1.8323 -1.0209 -0.2825 0.15 0.03 -0.06
```
Positions in Å, forces in eV/Å.

- Energy above the lowest of the compared OMol25 structures with the same formula, charge and spin: 35.5 kcal/mol
- LUMO energy: 0.8 eV
- Spin multiplicity: 1
- Electronic energy: -7764.9859 eV

natural (NBO) atomic charge list, values in e, 8 entries: -0.66, 0.22, -0.15, -0.58, -0.04, -0.33, 0.48, 0.22

=====

Entry 10:
Entry from the OMol25 dataset: the molecule C4H5NO in a non-equilibrium geometry (wB97M-V/def2-TZVPD).

```
11
Properties=species:S:1:pos:R:3:forces:R:3
O -1.2636 0.5791 -1.7463 0.30 -0.17 -0.22
C -0.6718 0.1072 -0.5878 -0.48 -0.61 0.40
C 0.0536 1.0033 0.3422 -0.01 -0.25 0.19
C 0.8429 0.1981 1.0858 -0.07 0.22 -0.05
C 0.7009 -1.1416 0.5461 0.18 -0.23 -0.34
N -0.0343 -1.2060 -0.5184 1.01 -0.29 -0.15
H -0.6508 0.5249 -2.4875 0.10 0.00 0.09
H -0.0824 2.0782 0.4146 -0.09 -0.29 0.03
H 1.4596 0.4628 1.9359 -0.09 0.02 -0.12
H 1.0923 -2.0499 0.9918 0.18 0.10 -0.10
H -1.4327 -0.4993 -0.0355 -1.04 1.49 0.27
```
Positions in Å, forces in eV/Å.

- Energy above the lowest of the compared OMol25 structures with the same formula, charge and spin: 42.9 kcal/mol
- LUMO energy: 0.5 eV
- Spin multiplicity: 1
- Electronic energy: -7764.6660 eV

natural (NBO) atomic charge list, values in e, 8 entries: -0.69, 0.14, -0.21, -0.27, 0.01, -0.38, 0.48, 0.23

=====

Question: Which formula does entry 10 have?
Answer: C4H5NO

=====

Repeat the second record exactly.
Entry from the OMol25 dataset: the molecule C4H5NO (wB97M-V/def2-TZVPD).

```
11
Properties=species:S:1:pos:R:3:forces:R:3
C 1.2578 -0.6972 0.1751 0.18 -0.15 -0.04
C -0.2433 0.4157 -1.4278 -0.19 -0.05 0.38
O -1.5232 0.2278 -1.1583 0.15 0.08 -0.12
C -1.7406 0.3300 0.2461 0.11 0.07 0.34
N -0.7186 0.5642 0.9312 -0.39 -0.15 -0.33
C 0.3783 0.5542 -0.0504 0.11 0.03 -0.18
H 0.6963 -1.4100 0.7843 0.12 0.06 -0.11
H 2.1885 -0.4535 0.6922 -0.18 -0.01 -0.06
H 1.5007 -1.1722 -0.7820 0.04 0.13 0.21
H -2.7635 0.1674 0.5627 0.11 0.10 -0.04
H 0.9677 1.4736 0.0269 -0.07 -0.13 -0.07
```
Positions in Å, forces in eV/Å.

- Energy above the lowest of the compared OMol25 structures with the same formula, charge and spin: 67.5 kcal/mol
- LUMO energy: 0.4 eV
- Spin multiplicity: 1
- Electronic energy: -7763.6007 eV

natural (NBO) atomic charge list, values in e, 8 entries: -0.60, 0.30, -0.48, 0.32, -0.40, -0.27, 0.23, 0.23

=====

Question: The highest electronic energy belongs to which entry?
Answer: number 7